1.
24
Properties=species:S:1:pos:R:3:forces:R:3 method="wB97M-V/def2-TZVPD" total_energy_ev=-18869.1752 e_homo_ev=-7.7 orbital_gap_ev=8.14 de_lowest_kcal_mol=7.0 largest_force_ev_per_a=4.7 smiles=NN(Nc1ncccn1)c1ncccn1
N 0.3735 2.3435 1.2178 -1.06 -0.99 2.42
N 0.4083 1.9583 -0.1198 4.27 -1.92 -0.26
N -0.8361 1.6835 -0.6207 0.27 -0.86 1.21
C -1.5846 0.5970 -0.2056 -2.33 -0.03 -2.32
N -2.4084 0.1057 -1.1941 0.85 1.46 -0.21
C -3.2910 -0.7846 -0.8574 0.57 -1.99 -1.23
C -3.2594 -1.4081 0.3790 -1.04 0.56 1.24
C -2.5295 -0.7660 1.3390 1.74 -0.17 0.47
N -1.6936 0.2327 1.0242 0.77 0.17 1.64
C 1.5789 0.7664 -0.3148 -3.41 2.57 0.51
N 2.1307 0.3405 0.7884 -0.02 0.73 0.55
C 3.0322 -0.6091 0.6749 0.91 -1.67 2.29
C 3.2910 -1.1975 -0.5495 0.31 -2.28 0.44
C 2.6497 -0.6110 -1.6545 1.16 0.05 -0.34
N 1.8456 0.4499 -1.5569 -0.07 -0.77 0.07
H -0.3178 1.6668 1.7292 1.91 1.39 -0.82
H 1.3350 2.1768 1.6101 -1.54 0.24 -0.52
H -0.7866 1.7515 -1.5903 -0.35 0.19 -1.88
H -3.8681 -1.2710 -1.6782 0.13 0.83 0.61
H -3.9182 -2.2048 0.6392 -0.30 -0.47 0.00
H -2.3609 -1.0487 2.3890 -0.88 -0.28 -0.51
H 3.5041 -1.0350 1.7077 -1.05 1.15 -2.70
H 3.8100 -2.2452 -0.4783 -0.68 2.41 -0.90
H 2.8954 -0.8919 -2.6785 -0.17 -0.33 0.24

2.
19
Properties=species:S:1:pos:R:3:forces:R:3 method="wB97M-V/def2-TZVPD" total_energy_ev=-11975.9648 e_homo_ev=-8.8 orbital_gap_ev=9.65 de_lowest_kcal_mol=89.6 largest_force_ev_per_a=13.7 smiles="CC(=O)Nc1ccccc1"
C -3.2168 -0.5991 -1.1119 0.41 2.18 -1.89
C -1.6836 -0.6203 -1.1706 -1.47 2.72 5.18
O -0.9711 -0.8642 -2.0519 1.65 -1.40 -3.32
N -1.1481 -0.2021 0.1155 6.37 -7.18 -8.91
C 0.1783 0.1223 0.3386 1.69 -1.83 0.46
C 0.9426 0.6657 -0.6379 6.66 -0.25 8.39
C 2.3212 1.0529 -0.3708 -4.94 -5.25 5.96
C 2.9289 0.5786 0.8160 -5.00 0.27 -1.64
C 2.0763 -0.0642 1.7277 5.05 -0.04 4.21
C 0.8046 -0.3616 1.5235 -4.33 0.21 0.57
H -3.5014 -1.4723 -0.6510 -0.91 -1.51 2.51
H -3.5372 -0.9522 -2.0819 -0.17 0.93 -0.89
H -3.7311 0.4206 -0.8084 1.20 -2.41 -0.40
H -1.6740 0.2436 0.5921 -8.98 6.74 7.83
H 0.6024 0.8949 -1.4456 -4.17 2.58 -9.29
H 3.0138 1.3872 -0.9155 4.32 3.28 -5.49
H 3.8962 0.8200 1.0112 2.63 0.42 0.72
H 2.6233 -0.2638 2.8010 -1.69 0.06 -2.64
H 0.0756 -0.7859 2.3200 1.69 0.50 -1.35

3.
21
Properties=species:S:1:pos:R:3:forces:R:3 method="wB97M-V/def2-TZVPD" total_energy_ev=-16068.0719 e_homo_ev="-9.2 / -9.2" orbital_gap_ev="7.64 / 5.86" de_lowest_kcal_mol=155.7 largest_force_ev_per_a=6.0
N -0.6702 -0.4539 1.0308 2.36 -5.30 -1.66
O 0.1444 -1.0424 1.7103 -0.31 2.62 2.15
O -0.9759 -1.0091 -0.0030 -2.04 2.68 -0.50
C -0.8331 4.9249 0.7213 0.18 0.06 -0.30
C -1.5659 4.8990 2.0214 -0.05 0.06 0.23
C -2.4172 3.8469 2.3686 0.19 0.06 0.21
C -3.1180 3.8923 3.5620 0.10 -0.16 -0.17
C -2.9469 4.9341 4.4450 -0.18 0.05 0.34
C -2.0835 5.9576 4.1249 0.01 0.23 0.18
C -1.4113 5.9455 2.9204 0.00 -0.10 -0.14
C -2.6159 2.6558 1.4689 0.61 0.30 1.81
O -3.3845 2.8889 0.4375 -1.32 0.32 -2.36
H -0.1656 5.7863 0.6592 -0.07 -0.05 0.05
H -0.2206 4.0328 0.5939 0.04 -0.10 -0.10
H -1.5254 4.9814 -0.1197 0.00 -0.08 -0.03
H -3.8041 3.0959 3.7958 -0.12 -0.24 0.10
H -3.4777 4.9391 5.3843 -0.09 0.04 0.09
H -1.9403 6.7725 4.8148 0.05 0.16 0.11
H -0.7476 6.7568 2.6722 0.14 0.17 -0.07
H -1.6478 2.2994 1.0962 0.25 -0.36 -0.13
H -3.0661 1.8286 2.0371 0.25 -0.35 0.17

4.
25
Properties=species:S:1:pos:R:3:forces:R:3 method="wB97M-V/def2-TZVPD" spin_multiplicity=3 total_charge=+3 total_energy_ev=-36249.4297 e_homo_ev="-17.9 / -17.9" orbital_gap_ev="3.55 / 3.70" largest_force_ev_per_a=14.8
Pr -0.0894 0.9653 -0.2720 0.05 -7.07 -4.89
C -0.0717 1.8601 2.0126 0.28 2.33 9.83
O -0.0496 2.1323 3.1708 -0.19 -1.79 -8.07
C -0.0943 3.4029 -0.3347 -0.10 9.77 -0.99
O -0.0969 4.5709 -0.4833 0.04 -7.30 0.96
C -2.1797 1.3933 0.0472 -14.23 2.03 1.67
O -3.3598 1.3875 0.0809 7.52 -0.07 -0.28
C 2.0020 1.4000 -0.0166 14.56 1.97 1.50
O 3.1817 1.3835 -0.0023 -7.48 0.06 -0.23
C -0.0972 -0.2632 -4.8533 -0.01 1.15 -0.43
H 0.8306 -0.8373 -4.8429 -0.17 0.20 0.16
H -1.0250 -0.8363 -4.8196 0.17 0.20 0.15
C -0.1004 1.0624 -5.1694 0.00 -1.28 0.01
H -1.0309 1.5852 -5.3973 0.19 -0.10 0.26
H 0.8245 1.5842 -5.4205 -0.19 -0.10 0.27
N -0.6842 -2.4424 3.2997 -0.07 0.01 0.00
C 0.5958 -2.5103 2.5194 0.02 -0.14 0.16
C 0.7822 -1.1897 1.8138 5.49 1.69 3.54
O 1.8009 -0.4458 2.1887 -4.70 -2.22 -2.53
O -0.1000 -0.8888 0.9656 -1.22 1.20 -1.37
H -0.6386 -1.6762 3.9853 -0.16 -0.27 0.01
H -0.8206 -3.3191 3.8156 -0.15 0.01 0.05
H -1.4875 -2.2965 2.6755 0.04 -0.13 0.28
H 1.3906 -2.6937 3.2270 0.28 0.00 0.03
H 0.5173 -3.3282 1.8101 0.00 -0.13 -0.09